Record 1
ORCA calculation (ωB97M-V with the def2-TZVPD basis set) on 3 unconnected molecules or ions with the total composition C2H9O2S in a non-equilibrium geometry.

- frontier orbital gap (eV) = 6.751
- net charge = -1
- E_LUMO (eV) = 3.9
- energy relative to the best compared isomer or geometry (same formula, charge and spin) (kJ/mol) = 45.8
- M (g mol⁻¹) = 97.159

Last column: Mulliken charge in e.
CARTESIAN COORDINATES (ANGSTROEM)
S: -0.7252 0.2249 0.3665  -0.664
O: -2.4797 -0.9700 3.5179  -0.659
O: 0.6492 -2.9637 -0.9867  -0.659
C: 1.3559 1.7875 -0.8256  -0.943
C: 0.1432 0.8714 -1.1182  -0.506
H: 0.8894 2.7574 -0.6110  0.223
H: -1.6068 -0.6868 3.7921  0.313
H: 2.0237 1.9336 -1.6798  0.309
H: 0.4288 -0.0278 -1.6553  0.178
H: 0.6198 -2.2565 -0.3344  0.297
H: 1.8915 1.4789 0.0744  0.258
H: -0.2027 -2.9906 -1.3966  0.304
H: -2.5143 -0.7021 2.5942  0.326
H: -0.4729 1.5439 -1.7375  0.223

=====

Record 2
ORCA calculation (ωB97M-V with the def2-TZVPD basis set) on 2 unconnected molecules or ions with the total composition CH6N3 in a non-equilibrium geometry.

- frontier orbital gap (eV) = 11.125
- net charge = +1
- E_LUMO (eV) = -3.9
- energy relative to the best compared isomer or geometry (same formula, charge and spin) (kJ/mol) = 407.4
- M (g mol⁻¹) = 60.080

Last column: Mulliken charge in e.
CARTESIAN COORDINATES (ANGSTROEM)
N: 2.7739 0.0317 0.0367  -0.776
N: 1.5419 -0.0143 0.0436  0.439
N: -2.3720 0.0362 0.0292  -0.864
C: 0.3662 -0.0315 0.0769  0.205
H: 3.2751 0.6207 -0.6821  0.289
H: -2.9783 0.9425 -0.0292  0.315
H: -2.8124 -0.3859 0.8356  0.295
H: -0.8310 -0.0082 -0.1502  0.462
H: -2.5064 -0.6360 -0.6827  0.328
H: 3.5430 -0.5550 0.5223  0.307

=====

Question: Among the records above, which one has the highest M?
Answer: C2H9O2S

=====

Question: The highest M belongs to which entry?
Answer: C2H9O2S

=====

Question: Which value of M does entry 1 give?
Answer: 97.159 g mol⁻¹